Formula: C36H104O16
Source: OMol25
Level of theory: ωB97M-V with the def2-TZVPD basis set

Cartesian coordinates (Å):
C  -3.09  -8.23  -11.48
C  -2.39  -7.31  -12.44
C  -1.52  -8.04  -13.46
O  -3.37  -6.51  -13.12
H  -3.80  -8.88  -12.00
H  -3.61  -7.73  -10.66
H  -2.41  -8.93  -11.00
H  -1.76  -6.62  -11.86
H  -0.75  -8.66  -13.00
H  -1.06  -7.34  -14.16
H  -2.13  -8.73  -14.04
H  -2.89  -5.95  -13.76
C  -11.63  -1.09  -12.07
C  -10.27  -0.38  -12.01
C  -9.18  -1.18  -12.68
O  -10.35  0.91  -12.63
H  -11.47  -2.10  -11.70
H  -11.98  -1.21  -13.10
H  -12.41  -0.56  -11.53
H  -10.03  -0.21  -10.95
H  -9.48  -1.30  -13.73
H  -9.08  -2.20  -12.31
H  -8.21  -0.70  -12.57
H  -11.16  1.38  -12.44
C  -10.29  -1.51  -18.81
C  -10.32  -0.67  -17.55
C  -11.59  -0.87  -16.75
O  -9.19  -1.04  -16.76
H  -9.92  -2.52  -18.63
H  -9.69  -1.07  -19.62
H  -11.26  -1.61  -19.30
H  -10.21  0.40  -17.79
H  -12.46  -0.66  -17.37
H  -11.64  -0.24  -15.86
H  -11.81  -1.88  -16.39
H  -9.12  -0.42  -16.01
C  -1.27  1.41  -18.04
C  -1.42  -0.09  -18.30
C  -2.89  -0.43  -18.56
O  -0.65  -0.51  -19.42
H  -1.78  1.96  -18.83
H  -0.22  1.72  -18.10
H  -1.69  1.68  -17.07
H  -1.12  -0.64  -17.40
H  -3.27  0.16  -19.40
H  -3.53  -0.20  -17.71
H  -2.95  -1.49  -18.80
H  0.18  -0.03  -19.36
C  -0.47  -2.41  -14.08
C  -1.35  -3.30  -14.93
C  -0.83  -3.39  -16.37
O  -1.42  -4.63  -14.41
H  0.54  -2.83  -14.07
H  -0.78  -2.42  -13.03
H  -0.40  -1.39  -14.44
H  -2.38  -2.93  -14.92
H  -1.44  -4.05  -16.98
H  0.18  -3.80  -16.40
H  -0.83  -2.41  -16.86
H  -0.57  -4.92  -14.05
C  -6.17  -1.03  -8.94
C  -5.45  0.14  -9.61
C  -6.15  0.46  -10.91
O  -5.59  1.31  -8.79
H  -7.25  -0.95  -8.88
H  -5.74  -1.15  -7.94
H  -5.86  -1.96  -9.42
H  -4.39  -0.05  -9.80
H  -6.06  -0.33  -11.66
H  -5.72  1.35  -11.40
H  -7.21  0.70  -10.82
H  -5.08  1.16  -7.99
C  -9.33  -5.14  -14.44
C  -10.70  -5.70  -14.09
C  -11.76  -4.64  -14.15
O  -11.00  -6.79  -14.96
H  -8.58  -5.92  -14.57
H  -9.00  -4.50  -13.62
H  -9.34  -4.56  -15.37
H  -10.61  -6.13  -13.08
H  -11.82  -4.20  -15.15
H  -11.61  -3.79  -13.48
H  -12.79  -4.96  -13.95
H  -11.95  -6.93  -14.96
C  -8.30  -3.98  -10.28
C  -7.85  -4.87  -9.13
C  -8.63  -6.17  -9.01
O  -6.45  -5.15  -9.31
H  -9.36  -3.73  -10.11
H  -8.18  -4.54  -11.21
H  -7.72  -3.07  -10.28
H  -7.87  -4.35  -8.17
H  -8.68  -6.74  -9.95
H  -9.67  -5.97  -8.74
H  -8.15  -6.78  -8.25
H  -6.35  -5.57  -10.18
C  -4.02  -7.29  -16.26
C  -4.99  -7.77  -17.34
C  -6.04  -6.74  -17.65
O  -4.31  -8.11  -18.55
H  -3.33  -8.09  -16.00
H  -4.54  -7.00  -15.35
H  -3.40  -6.47  -16.65
H  -5.44  -8.72  -17.04
H  -5.62  -5.75  -17.88
H  -6.75  -6.55  -16.83
H  -6.63  -7.02  -18.53
H  -3.92  -7.29  -18.90
C  -6.44  -2.44  -14.08
C  -5.03  -2.77  -14.58
C  -4.95  -4.16  -15.18
O  -4.59  -1.81  -15.52
H  -7.14  -2.37  -14.92
H  -6.47  -1.48  -13.56
H  -6.82  -3.23  -13.43
H  -4.33  -2.73  -13.73
H  -5.58  -4.89  -14.66
H  -3.92  -4.53  -15.19
H  -5.24  -4.15  -16.23
H  -5.30  -1.67  -16.18
C  -6.71  -7.42  -12.38
O  -5.83  -6.46  -11.82
H  -6.52  -8.47  -12.16
H  -7.71  -7.16  -12.03
H  -6.73  -7.26  -13.46
H  -4.94  -6.62  -12.16
C  -3.56  1.01  -14.66
O  -2.56  0.06  -14.90
H  -3.07  1.98  -14.50
H  -4.22  1.16  -15.52
H  -4.15  0.77  -13.76
H  -2.98  -0.74  -15.27
C  -7.37  1.73  -14.40
O  -8.61  1.17  -14.83
H  -6.56  1.32  -15.00
H  -7.35  2.82  -14.46
H  -7.21  1.41  -13.36
H  -9.23  1.19  -14.08
C  -3.33  -3.78  -10.72
O  -3.43  -4.06  -9.32
H  -4.07  -3.03  -11.02
H  -2.36  -3.33  -10.89
H  -3.47  -4.67  -11.34
H  -4.26  -4.53  -9.21
C  -6.64  -2.29  -18.75
O  -6.55  -1.67  -17.47
H  -7.10  -1.62  -19.48
H  -5.65  -2.57  -19.09
H  -7.29  -3.17  -18.68
H  -7.45  -1.39  -17.21
C  -3.14  -4.35  -19.43
O  -3.20  -5.74  -19.74
H  -3.70  -4.19  -18.51
H  -2.12  -3.99  -19.27
H  -3.63  -3.77  -20.22
H  -2.67  -5.93  -20.52

Energy above the lowest of the compared OMol25 structures with the same formula, charge and spin in eV: 0.051
Molar mass in Da: 793.2
E_HOMO in eV: -9.47
2S+1: 1
Gap between HOMO and LUMO in Eh: 0.3635
Lowest unoccupied orbital energy in hartree: 0.015